1.
The following is a quantum chemistry calculation of a cluster of 3 separate species, C28H59F3IN6O13P2S3 in total, from the Open Molecules 2025 dataset.

```
! RIJCOSX wB97M-V def2-TZVPD def2/J DEFGRID3
* xyz 1 1
C 1.319 -3.791 3.802
C -0.112 -3.265 3.733
O -0.117 -1.827 3.578
P -0.813 -1.292 2.243
O -2.239 -1.066 2.504
C -0.057 0.326 1.906
C 1.478 0.161 1.904
C 2.237 1.503 1.945
N 3.454 1.593 1.116
C 4.638 1.952 1.898
P 5.087 0.609 3.188
S 4.390 -1.154 2.848
C 5.900 2.313 1.086
N 6.398 3.671 1.348
C 7.755 3.813 0.845
O 8.675 3.088 1.062
F 7.880 4.852 0.041
C 6.535 3.860 2.787
O 7.043 3.096 3.551
F 6.043 5.017 3.146
N 5.855 2.005 -0.380
S 6.796 0.488 -0.658
O 6.343 -0.471 0.254
O 8.150 0.846 -0.629
F 6.393 0.084 -2.068
C 4.484 1.838 -1.017
S 4.393 2.344 -2.795
C 6.040 2.550 -3.509
O 3.714 3.589 -2.988
O 3.778 1.290 -3.532
C 3.323 2.351 -0.118
I 1.483 1.834 -1.165
C 3.347 3.905 -0.012
C 2.817 4.529 1.264
N 1.751 5.200 1.299
O -0.516 -2.271 1.022
C -1.573 -2.338 0.037
C -1.325 -3.599 -0.805
H 1.457 -4.417 4.679
H 2.037 -2.981 3.893
H 1.595 -4.396 2.941
H -0.564 -3.457 4.702
H -0.724 -3.789 3.007
H -0.402 1.041 2.646
H -0.365 0.636 0.909
H 1.806 -0.446 1.063
H 1.726 -0.378 2.811
H 2.536 1.663 2.984
H 1.519 2.300 1.757
H 4.309 2.795 2.521
H 4.597 1.091 4.420
H 6.494 0.572 3.284
H 6.690 1.665 1.485
H 6.353 2.699 -0.958
H 4.303 0.763 -1.032
H 5.844 3.170 -4.378
H 6.719 3.116 -2.868
H 6.446 1.609 -3.858
H 4.360 4.287 -0.189
H 2.757 4.309 -0.824
H 3.343 4.477 2.215
H 1.310 5.243 0.379
H -1.498 -1.492 -0.645
H -2.557 -2.431 0.474
H -2.288 -3.934 -1.177
H -0.998 -4.379 -0.122
H -0.632 -3.434 -1.615
C -2.152 -1.611 -7.635
O -3.307 -2.302 -7.199
C -3.580 -3.497 -7.923
C -3.319 -4.728 -7.078
N -1.893 -4.916 -6.834
C -1.579 -5.906 -5.807
C -2.090 -5.673 -4.387
O -1.484 -4.583 -3.708
C -2.035 -3.317 -4.032
H -2.165 -0.625 -7.172
H -1.234 -2.121 -7.322
H -2.148 -1.487 -8.721
H -3.026 -3.534 -8.865
H -4.646 -3.475 -8.167
H -3.711 -5.608 -7.595
H -3.877 -4.601 -6.142
H -1.485 -4.034 -6.559
H -0.489 -5.971 -5.756
H -1.934 -6.883 -6.150
H -1.824 -6.558 -3.805
H -3.182 -5.596 -4.338
H -3.105 -3.375 -4.241
H -1.511 -2.867 -4.879
H -1.888 -2.657 -3.178
C -8.493 3.312 4.408
O -7.515 2.728 5.247
C -7.628 1.316 5.382
C -6.503 0.599 4.663
N -6.635 0.710 3.216
C -5.449 0.291 2.467
C -4.137 1.031 2.698
O -4.129 2.379 2.226
C -4.715 3.330 3.094
H -8.448 4.391 4.551
H -8.295 3.102 3.351
H -9.498 2.967 4.666
H -8.607 0.957 5.051
H -7.541 1.099 6.450
H -6.517 -0.459 4.941
H -5.562 1.036 5.020
H -6.838 1.670 2.975
H -5.698 0.390 1.407
H -5.283 -0.775 2.651
H -3.377 0.514 2.118
H -3.801 0.986 3.741
H -4.559 3.078 4.146
H -5.783 3.444 2.891
H -4.245 4.295 2.898
*
```

HOMO energy in eV: -9.36
HOMO-LUMO gap in Ha: 0.1772

2.
The following is a quantum chemistry calculation of a structure of composition C28H60BrI2N6O7P2, from the Open Molecules 2025 dataset.

```
! RIJCOSX wB97M-V def2-TZVPD def2/J DEFGRID3
* xyz 1 1
C 0.649 5.839 1.678
C -0.337 4.947 0.934
C -0.119 4.817 -0.594
C 1.238 5.273 -1.128
C 2.438 4.412 -0.614
C 3.171 3.675 -1.748
C 2.742 2.199 -1.769
C 3.833 1.281 -2.388
C 3.956 -0.060 -1.640
C 5.348 -0.725 -1.810
C 5.991 -1.130 -0.474
C 5.468 -2.504 0.023
C 4.631 -2.379 1.320
C 3.262 -3.091 1.265
C 2.218 -2.005 0.995
C 0.763 -2.400 1.293
C 0.010 -1.138 1.788
C -1.440 -0.999 1.299
C -1.616 -0.036 0.103
O -0.492 0.716 -0.207
C -2.670 1.018 0.413
Br -4.334 0.249 1.066
C -2.928 1.949 -0.831
I -4.952 2.743 -0.609
P -1.666 3.426 -0.609
O -0.953 3.582 -2.072
I -2.875 5.530 -0.273
N -2.762 1.159 -2.072
P -3.215 1.843 -3.577
O -2.110 1.652 -4.500
O -4.512 1.137 -4.158
O -3.542 3.370 -3.470
C -2.889 -0.182 -1.948
N -3.781 -0.948 -2.586
N -2.055 -0.836 -1.073
N -0.963 -1.270 -1.889
H 1.670 5.475 1.673
H 0.345 5.856 2.724
H 0.619 6.873 1.349
H -0.354 3.960 1.393
H -1.328 5.369 1.095
H -0.896 5.359 -1.138
H -0.208 3.759 -0.844
H 1.216 5.110 -2.206
H 1.419 6.336 -1.000
H 3.097 5.091 -0.079
H 2.014 3.715 0.103
H 4.241 3.754 -1.571
H 2.961 4.104 -2.726
H 1.829 2.085 -2.355
H 2.561 1.838 -0.760
H 4.792 1.785 -2.306
H 3.593 1.070 -3.426
H 3.200 -0.715 -2.073
H 3.769 0.090 -0.579
H 5.204 -1.595 -2.448
H 6.036 -0.041 -2.302
H 5.845 -0.334 0.253
H 7.062 -1.212 -0.660
H 6.328 -3.131 0.231
H 4.878 -2.923 -0.786
H 4.512 -1.327 1.565
H 5.213 -2.796 2.140
H 3.066 -3.559 2.217
H 3.264 -3.825 0.466
H 2.262 -1.671 -0.044
H 2.485 -1.182 1.653
H 0.270 -2.891 0.456
H 0.791 -3.117 2.110
H 0.617 -0.265 1.564
H -0.013 -1.204 2.870
H -2.062 -0.759 2.151
H -1.771 -1.984 0.986
H 0.303 0.164 -0.268
H -2.268 1.664 1.186
H -0.783 4.516 -2.277
H -4.614 1.498 -5.058
H -2.859 3.854 -3.965
H -3.827 -1.052 -3.589
H -4.364 -1.508 -1.979
H -0.789 -0.578 -2.621
H -1.210 -2.132 -2.368
C -9.612 0.669 3.647
O -10.731 0.224 3.773
N -8.926 0.699 2.481
C -7.589 1.242 2.389
C -9.561 0.167 1.288
H -9.047 1.095 4.495
H -7.578 2.075 1.681
H -6.900 0.467 2.038
H -7.255 1.598 3.361
H -10.484 0.712 1.085
H -9.812 -0.883 1.439
H -8.889 0.263 0.438
C 2.516 -6.867 2.520
O 2.320 -5.713 2.177
N 3.451 -7.670 1.988
C 3.641 -9.037 2.436
C 4.298 -7.145 0.930
H 1.925 -7.353 3.314
H 4.656 -9.164 2.817
H 3.486 -9.724 1.602
H 2.935 -9.277 3.227
H 4.847 -6.275 1.293
H 3.683 -6.832 0.085
H 5.000 -7.908 0.606
*
```

HOMO energy in eV: -10.64
HOMO-LUMO gap in Ha: 0.2250

3.
The following is a quantum chemistry calculation of a cluster of 12 separate species, C28H61B7F28N8O2 in total, from the Open Molecules 2025 dataset.

```
! RIJCOSX wB97M-V def2-TZVPD def2/J DEFGRID3
* xyz -1 2
C 6.063 -0.022 0.679
C 4.791 0.532 0.078
N 4.051 1.391 1.021
C 3.693 2.709 0.808
C 2.968 3.226 1.932
N 2.990 2.176 2.883
C 3.539 1.043 2.284
C 2.376 2.285 4.188
H 6.829 0.751 0.618
H 6.366 -0.752 -0.071
H 6.054 -0.557 1.628
H 4.166 -0.274 -0.308
H 5.189 1.108 -0.757
H 3.997 3.116 -0.145
H 2.484 4.125 2.283
H 3.658 0.078 2.754
H 2.230 1.368 4.759
H 1.363 2.645 4.010
H 2.883 2.971 4.867
C -1.217 2.436 -4.255
C -0.704 3.764 -4.804
N 0.050 4.458 -3.761
C 1.196 4.111 -3.171
C 1.662 5.024 -2.156
N 0.556 5.867 -2.079
C -0.385 5.550 -3.019
C 0.457 6.949 -1.139
H -2.072 2.577 -3.594
H -0.519 1.718 -3.826
H -1.616 1.872 -5.098
H -1.510 4.342 -5.255
H -0.023 3.643 -5.647
H 1.664 3.176 -3.444
H 2.476 5.092 -1.449
H -1.346 6.024 -3.154
H -0.541 6.991 -0.704
H 0.737 7.900 -1.592
H 1.129 6.728 -0.309
C -6.128 -1.761 -1.508
C -6.667 -0.399 -1.971
N -6.094 0.666 -1.150
C -6.416 0.975 0.140
C -5.681 2.070 0.570
N -4.921 2.484 -0.514
C -5.138 1.572 -1.509
C -3.968 3.548 -0.449
H -5.446 -2.150 -2.264
H -7.007 -2.390 -1.369
H -5.609 -1.767 -0.550
H -7.747 -0.319 -1.850
H -6.457 -0.256 -3.031
H -7.199 0.397 0.609
H -5.584 2.587 1.514
H -4.650 1.556 -2.473
H -3.057 3.400 -1.029
H -3.671 3.647 0.595
H -4.427 4.457 -0.837
C -2.198 -0.194 0.983
N -0.769 -0.695 0.703
C -0.449 -1.798 1.727
C -0.678 -1.399 -0.648
C 0.372 0.424 0.903
C 0.320 1.483 -0.222
O -0.853 2.226 -0.350
H -2.912 -1.017 0.963
H -2.452 0.529 0.208
H -2.204 0.329 1.940
H -1.253 -2.534 1.714
H -0.368 -1.361 2.722
H 0.537 -2.174 1.455
H -1.137 -0.790 -1.427
H -1.154 -2.373 -0.540
H 0.386 -1.588 -0.797
H 1.386 0.023 0.924
H 0.094 0.973 1.802
H 0.453 1.006 -1.193
H 1.054 2.287 -0.176
H -0.941 2.865 0.361
C 4.408 -5.189 -0.835
N 3.103 -5.415 -1.689
C 3.388 -6.349 -2.871
C 2.071 -6.130 -0.774
C 2.450 -4.111 -2.073
C 3.438 -3.086 -2.663
O 3.920 -3.563 -3.919
H 4.032 -4.551 -0.035
H 5.069 -4.632 -1.499
H 4.916 -6.074 -0.453
H 3.678 -7.322 -2.474
H 4.289 -5.962 -3.345
H 2.479 -6.301 -3.471
H 1.129 -6.427 -1.235
H 1.887 -5.557 0.135
H 2.598 -7.032 -0.462
H 2.013 -3.628 -1.199
H 1.669 -4.246 -2.821
H 4.294 -2.857 -2.028
H 2.867 -2.165 -2.777
H 3.267 -3.504 -4.620
B -1.172 4.622 2.023
F -1.466 5.155 0.814
F -2.013 3.571 2.369
F 0.074 4.074 2.096
F -1.336 5.626 2.981
B -0.773 0.780 5.219
F -0.599 -0.601 5.358
F -0.016 1.411 6.124
F -0.413 1.038 3.972
F -2.073 1.054 5.594
B -1.315 -5.093 -0.672
F -1.731 -6.416 -0.523
F -0.662 -4.977 -1.811
F -2.489 -4.332 -0.666
F -0.486 -4.813 0.408
B 3.308 -2.789 2.208
F 2.490 -2.325 3.261
F 3.180 -4.134 2.065
F 2.951 -2.214 0.975
F 4.685 -2.457 2.499
B 2.860 0.804 -2.711
F 2.005 0.923 -3.800
F 2.145 0.068 -1.918
F 3.960 0.140 -3.089
F 3.229 1.991 -2.158
B -2.670 -4.239 4.627
F -2.055 -4.253 5.870
F -1.986 -3.326 3.976
F -2.449 -5.438 3.988
F -4.007 -3.864 4.740
B -5.008 0.728 3.628
F -4.454 1.897 4.020
F -4.310 -0.014 2.754
F -5.217 -0.147 4.723
F -6.207 0.974 3.138
*
```

HOMO energy (spin up / spin down) in eV: -7.18 / -7.03
HOMO-LUMO gap (spin up / spin down) in Ha: 0.2845 / 0.1192

4.
The following is a quantum chemistry calculation of a cluster of 12 separate species, C28H61BBrF2N3O18S2 in total, from the Open Molecules 2025 dataset.

```
! RIJCOSX wB97M-V def2-TZVPD def2/J DEFGRID3
* xyz 0 1
N 3.178 0.451 3.166
C 4.352 0.879 2.720
C 4.680 0.985 1.154
C 3.521 1.902 0.463
Br 4.437 3.278 -0.622
O 2.458 1.167 -0.141
C 2.562 0.931 -1.540
C 1.197 0.118 -1.941
N 0.978 0.237 -3.444
C 0.239 1.284 -3.708
S -0.822 2.509 -4.067
O 0.131 0.853 -1.312
C -0.842 0.013 -0.649
S -0.121 -0.999 0.775
C -1.870 1.059 0.088
C -3.341 0.476 0.293
O -4.290 1.106 -0.284
C -3.761 -0.771 1.175
C -5.004 -1.585 0.651
C -5.463 -2.859 1.422
C -4.696 -3.329 2.708
C -3.491 -2.517 3.263
C -3.062 -1.258 2.469
B -1.719 -0.934 -1.683
O -2.404 -0.343 -2.799
O -1.749 -2.354 -1.377
N 3.820 0.290 -2.022
C 3.970 -1.108 -1.679
O 3.488 -1.713 -0.712
F 4.823 -1.885 -2.553
C 4.146 0.598 -3.424
O 4.819 1.592 -3.718
F 3.709 -0.215 -4.526
H 2.570 0.207 2.362
H 5.121 1.185 3.517
H 5.689 1.537 1.028
H 4.775 -0.050 0.696
H 3.054 2.472 1.357
H 2.447 1.906 -2.159
H 1.241 -0.993 -1.706
H 0.232 0.010 1.691
H -1.942 2.037 -0.517
H -1.444 1.361 1.114
H -5.580 -1.264 -0.294
H -6.366 -3.430 1.005
H -5.000 -4.282 3.276
H -2.880 -2.789 4.183
H -2.167 -0.634 2.841
H -2.446 -1.048 -3.489
H -2.436 -2.753 -1.966
C 1.589 5.290 0.982
O 2.585 4.978 1.944
H 1.699 4.620 0.128
H 0.598 5.154 1.423
H 1.712 6.321 0.651
H 2.464 5.584 2.687
C 8.412 -0.882 -1.529
O 7.646 -0.866 -2.722
H 9.460 -0.716 -1.780
H 8.071 -0.085 -0.861
H 8.308 -1.852 -1.035
H 6.724 -1.015 -2.471
C -0.874 -4.889 -0.047
O -1.745 -5.695 0.736
H -0.694 -3.950 0.477
H 0.074 -5.409 -0.192
H -1.336 -4.681 -1.013
H -1.887 -6.517 0.250
C 1.929 -4.251 -2.661
O 1.291 -5.418 -2.163
H 1.190 -3.640 -3.181
H 2.351 -3.679 -1.830
H 2.721 -4.533 -3.360
H 1.965 -5.939 -1.709
C 0.124 8.523 1.876
O 1.484 8.160 1.686
H -0.497 7.634 1.761
H -0.012 8.931 2.881
H -0.168 9.266 1.129
H 2.011 8.963 1.792
C 7.222 -1.621 2.071
O 5.822 -1.686 1.841
H 7.395 -1.317 3.104
H 7.669 -2.604 1.903
H 7.673 -0.886 1.398
H 5.697 -1.956 0.921
C -9.347 -2.348 3.210
O -8.000 -2.752 3.024
H -9.993 -3.221 3.116
H -9.469 -1.914 4.206
H -9.620 -1.613 2.448
H -7.448 -1.961 3.112
C -6.656 -1.117 5.625
O -5.929 -0.724 4.470
H -7.349 -1.914 5.350
H -5.965 -1.487 6.387
H -7.220 -0.266 6.014
H -5.325 -0.021 4.739
C -0.163 3.864 4.121
O 0.159 3.065 2.993
H -0.951 4.565 3.842
H -0.518 3.227 4.935
H 0.720 4.422 4.442
H 0.858 2.455 3.267
C 0.524 3.627 -8.008
O -0.123 2.467 -7.509
H -0.205 4.232 -8.548
H 0.932 4.208 -7.177
H 1.328 3.337 -8.690
H 0.542 1.950 -7.037
C -4.668 -4.050 -4.348
O -4.424 -3.450 -3.083
H -4.111 -4.985 -4.408
H -5.735 -4.257 -4.458
H -4.334 -3.380 -5.145
H -4.928 -2.626 -3.056
*
```

SMILES: [H]/N=C\C[C@@H](Br)O[C@H]([C@H](N=C=S)O[C@@](S)(CC(=O)c1ccccc1)B(O)O)N(C(=O)F)C(=O)F.CO.CO.CO.CO.CO.CO.CO.CO.CO.CO.CO
HOMO energy in eV: -8.41
HOMO-LUMO gap in Ha: 0.3014